[1]
The following is a DFT calculation (ωB97M-V/def2-TZVPD) of a 2-piece molecular cluster, C4H14N2OS overall at a distorted geometry.

Each line ends with the Mulliken charge.
CARTESIAN COORDINATES (ANGSTROEM)
1 N -0.00670 0.92877 1.96490  -0.525
2 C -0.32239 -0.42930 2.42249  -0.668
3 N 0.09960 -1.56201 1.59238  -0.166
4 C -0.74260 -2.06657 0.53993  -0.913
5 C -0.89552 -1.04545 -0.67031  -0.388
6 C 0.34832 -1.15749 -1.56015  -0.713
7 S 1.13303 0.62895 -1.81813  -0.237
8 H -0.29954 1.07466 1.00624  0.265
9 H 0.97729 1.14867 1.91778  0.265
10 H 0.02084 -0.59176 3.47153  0.333
11 H -1.42206 -0.42010 2.43127  0.358
12 H 1.06166 -1.70957 1.37262  0.240
13 H -0.33318 -3.10675 0.19677  0.349
14 H -1.76058 -2.37187 0.95283  0.304
15 H -1.75562 -1.33149 -1.34828  0.324
16 H -1.06809 -0.03648 -0.30341  0.274
17 H 1.13282 -1.73501 -1.08380  0.392
18 H 0.02818 -1.24639 -2.59883  0.395
19 H 1.63399 0.43442 -3.10337  0.118
20 O -0.86186 3.06549 -0.27434  -0.624
21 H -0.66191 3.60804 -1.04572  0.302
22 H -0.32579 3.44169 0.43639  0.315

Force components x, y, z for each atom (eV/Å):
0.30 0.13 -0.02
0.04 -0.01 -0.47
-0.66 -0.44 0.38
-1.18 -0.97 -0.58
-0.48 -1.96 -0.35
0.13 3.26 -0.28
0.00 -1.17 -0.62
-0.39 -0.02 0.10
0.36 -0.32 0.41
-0.07 0.35 -0.82
0.25 -0.49 0.14
0.57 0.45 0.38
-0.46 1.97 0.29
1.06 0.74 -0.40
0.60 0.35 1.03
-0.11 -0.13 -0.04
-0.03 -0.43 -0.73
0.56 -1.26 0.30
-0.42 0.01 1.18
0.12 0.18 0.14
0.00 -0.15 0.03
-0.17 -0.08 -0.07

**SMILES**: NCNCCCS.O
**Kohn-Sham gap**: 9.07 eV
**Charge**: 0
**Energy above the lowest of the compared OMol25 structures with the same formula, charge and spin**: 28.81 kcal per mole
**E_tot**: -743.687917 Eh
**Molecular weight**: 138.2 g mol⁻¹

***

[2]
The following is a DFT calculation (ωB97M-V/def2-TZVPD) of a 2-piece molecular cluster, C4H14N2OS overall.

Each line ends with the Mulliken charge.
CARTESIAN COORDINATES (ANGSTROEM)
1 N -0.78693 2.33574 1.90903  -0.636
2 C -0.53697 0.92543 1.73858  -0.482
3 N 0.12904 0.56905 0.49197  -0.350
4 C -0.34263 -0.68022 -0.10173  -0.766
5 C 0.64545 -1.25067 -1.10071  -0.572
6 C 2.09316 -1.42374 -0.63119  -0.787
7 S 2.18987 -2.02135 1.09408  -0.208
8 H 0.04975 2.79495 2.24180  0.248
9 H -1.08501 2.74351 1.03528  0.235
10 H 0.03825 0.60708 2.62021  0.281
11 H -1.46314 0.36117 1.78943  0.439
12 H 1.13270 0.50629 0.64521  0.265
13 H -0.56612 -1.43009 0.64784  0.428
14 H -1.24984 -0.48529 -0.68914  0.380
15 H 0.27291 -2.22201 -1.40653  0.324
16 H 0.66543 -0.60997 -1.98326  0.290
17 H 2.53368 -2.17564 -1.27031  0.430
18 H 2.68658 -0.51719 -0.70270  0.363
19 H 3.23895 -2.84198 0.96135  0.117
20 O -3.27328 1.22268 -2.52303  -0.627
21 H -2.55536 1.59635 -2.00055  0.313
22 H -3.81648 1.99591 -2.76563  0.316

Force components x, y, z for each atom (eV/Å):
-0.09 -0.10 0.30
0.25 -0.15 0.37
0.29 -0.11 -0.18
0.07 0.41 -0.51
0.28 0.21 0.06
-0.14 -0.21 0.17
-0.12 -0.13 0.12
-0.06 0.19 -0.22
0.09 0.15 -0.06
-0.01 -0.05 -0.14
-0.33 0.07 -0.13
-0.20 0.11 -0.02
-0.14 -0.30 0.31
-0.10 -0.04 0.40
-0.12 -0.18 -0.11
0.01 0.00 -0.10
0.33 -0.07 -0.09
-0.09 0.14 -0.11
0.01 0.07 -0.08
-0.31 0.60 -0.12
0.01 -0.05 -0.01
0.34 -0.56 0.15

**SMILES**: NCNCCCS.O
**Kohn-Sham gap**: 9.54 eV
**Charge**: 0
**Energy above the lowest of the compared OMol25 structures with the same formula, charge and spin**: 10.37 kcal per mole
**E_tot**: -743.717309 Eh
**Molecular weight**: 138.2 g mol⁻¹

***

[3]
The following is a DFT calculation (ωB97M-V/def2-TZVPD) of a 2-piece molecular cluster, C4H14N2P overall at a distorted geometry.

Each line ends with the Mulliken charge.
CARTESIAN COORDINATES (ANGSTROEM)
1 C -0.92263 -1.73561 -2.49089  -0.756
2 C 1.41115 0.87573 3.03467  -0.877
3 C 0.19753 -1.00238 -0.24963  -0.629
4 C 0.01250 0.10807 0.75341  -0.119
5 N -0.86732 1.85962 -0.74314  -0.664
6 N -0.95303 -1.10332 -1.20912  -0.244
7 P 1.47324 0.87748 1.18285  0.115
8 H -0.76156 -0.89807 -3.21405  0.300
9 H 0.04215 -2.40285 -2.49516  0.234
10 H -1.81952 -2.43723 -2.57930  0.303
11 H 0.57114 1.49270 3.16615  0.302
12 H 2.29945 1.40428 3.51124  0.343
13 H 1.17801 -0.12528 3.50463  0.328
14 H 0.09775 -1.99223 0.39249  0.270
15 H 1.12520 -0.89192 -0.78113  0.511
16 H -0.86299 0.33744 1.25558  0.497
17 H -1.39746 2.53247 -0.32059  0.243
18 H -0.07837 2.24088 -1.25665  0.278
19 H -1.44359 1.36332 -1.42191  0.254
20 H -1.68195 -0.45394 -0.87221  0.226
21 H 2.38029 -0.04913 0.83278  0.084

Force components x, y, z for each atom (eV/Å):
1.39 -1.04 0.12
1.38 -0.66 0.41
-3.71 -1.14 -0.36
2.06 -1.11 -2.25
1.50 -3.01 -1.52
0.35 1.55 3.50
0.24 1.25 1.90
-0.61 -1.35 -0.40
-1.84 1.13 -0.23
1.22 1.21 -0.56
-1.21 0.99 0.73
-1.10 -0.88 -0.74
0.62 1.10 -0.66
0.95 1.76 -0.69
0.62 -0.34 0.00
-1.78 0.02 0.78
-1.49 2.37 1.31
-0.11 0.19 0.25
0.14 0.31 0.10
0.39 -1.20 -1.16
0.99 -1.13 -0.53

**Kohn-Sham gap (spin up / spin down)**: 6.65 / 6.65 eV
**Charge**: +1
**Energy above the lowest of the compared OMol25 structures with the same formula, charge and spin**: 94.60 kcal per mole
**E_tot**: -611.290651 Eh
**Molecular weight**: 121.1 g mol⁻¹

***

[4]
The following is a DFT calculation (ωB97M-V/def2-TZVPD) of a 2-piece molecular cluster, C4H14N2S overall at a distorted geometry.

Each line ends with the Mulliken charge.
CARTESIAN COORDINATES (ANGSTROEM)
1 N 1.91379 1.99124 -1.38720  -0.720
2 C 0.71814 2.02232 -0.54088  -0.054
3 C -0.51384 1.69327 -1.37769  -0.789
4 N -1.40090 0.76684 -0.63997  -0.522
5 H 2.71534 2.26911 -0.82635  0.238
6 H 2.08304 1.02943 -1.64683  0.262
7 H 0.63880 3.01792 -0.10697  0.375
8 H 0.75955 1.27942 0.26137  0.113
9 H -0.19430 1.19430 -2.29489  0.382
10 H -1.02656 2.60268 -1.70231  0.306
11 H -2.21835 0.55214 -1.18861  0.239
12 H -1.70944 1.21933 0.22494  0.231
13 C -0.27392 -3.11666 1.82000  -1.219
14 C -0.06768 -1.68766 1.32003  -0.258
15 S 0.38247 -1.63646 -0.43809  -0.379
16 H 0.66728 -3.65697 1.84302  0.296
17 H -0.94501 -3.62809 1.13851  0.330
18 H -0.70941 -3.09357 2.81835  0.359
19 H 0.71936 -1.21269 1.90787  0.296
20 H -0.99010 -1.12706 1.50598  0.257
21 H -0.54825 -0.47883 -0.69027  0.257

Force components x, y, z for each atom (eV/Å):
0.03 0.25 0.34
0.13 -0.20 -0.21
-0.12 0.07 -0.24
-0.20 1.15 0.03
-0.06 0.01 -0.17
0.07 -0.23 -0.10
-0.06 0.02 0.10
0.05 0.07 0.18
0.03 -0.13 0.09
-0.06 -0.02 0.09
-0.32 0.00 -0.08
0.06 -0.37 -0.26
0.00 0.41 -0.20
0.05 -0.17 0.42
-0.61 0.74 -0.36
0.09 -0.13 0.04
-0.16 -0.20 0.01
0.03 -0.15 0.09
-0.02 0.07 0.00
0.11 0.06 -0.27
0.95 -1.25 0.50

**SMILES**: NCCN.CCS
**Kohn-Sham gap**: 8.77 eV
**Charge**: 0
**Energy above the lowest of the compared OMol25 structures with the same formula, charge and spin**: 13.35 kcal per mole
**E_tot**: -668.465063 Eh
**Molecular weight**: 122.2 g mol⁻¹

***

[5]
The following is a DFT calculation (ωB97M-V/def2-TZVPD) of a 2-piece molecular cluster, C4H14N3 overall at a distorted geometry.

Each line ends with the Löwdin spin population.
CARTESIAN COORDINATES (ANGSTROEM)
1 C -1.54274 0.45917 1.35968  0.022
2 C -0.54279 1.60085 -0.77420  0.429
3 N -1.52870 0.99611 -0.08212  0.143
4 N 0.76462 1.63071 -0.28727  0.128
5 N -0.78481 1.86295 -2.05433  0.122
6 H -2.28782 0.42360 -0.62298  0.062
7 H 0.79617 1.86251 0.69412  0.008
8 H 1.50232 2.27150 -0.81160  0.009
9 H -1.63060 1.65218 -2.43638  0.021
10 H -0.19310 2.65965 -2.49193  0.024
11 H -0.46384 0.12788 1.58359  0.002
12 H -2.01748 -0.57107 1.21926  0.005
13 H -1.99955 0.91049 2.27125  0.006
14 C 1.65156 -2.18854 -0.38198  0.006
15 C 0.89120 -1.82575 0.87534  0.005
16 H 1.79740 -3.17176 -0.61774  0.000
17 H 1.00782 -1.90379 -1.29624  0.003
18 H 2.61830 -1.73571 -0.18350  0.001
19 H 1.20654 -2.37037 1.86712  0.000
20 H -0.19547 -2.04883 1.04008  0.001
21 H 0.95097 -0.64180 1.12985  0.003

Force components x, y, z for each atom (eV/Å):
1.96 -2.52 -1.70
0.14 1.45 2.35
-3.96 -2.29 2.05
3.28 0.83 -1.08
4.42 2.72 -2.39
1.97 1.03 0.66
0.03 0.17 -0.03
-2.53 -1.88 1.36
-2.48 -0.39 -1.22
-1.95 -1.89 0.82
-1.81 0.96 0.14
0.34 1.46 0.46
0.14 0.75 -1.25
-2.02 2.51 -0.36
-1.02 1.05 3.92
0.39 -3.00 0.30
1.57 0.64 1.22
0.15 0.34 -1.17
0.41 0.98 -1.84
0.62 0.12 -1.32
0.36 -3.03 -0.92

**Kohn-Sham gap (spin up / spin down)**: 4.57 / 9.70 eV
**Spin multiplicity**: 2
**Charge**: 0
**Energy above the lowest of the compared OMol25 structures with the same formula, charge and spin**: 58.89 kcal per mole
**E_tot**: -324.893466 Eh
**Molecular weight**: 104.2 g mol⁻¹

***

[6]
The following is a DFT calculation (ωB97M-V/def2-TZVPD) of a 2-piece molecular cluster, C4H14N3 overall at a distorted geometry.

Each line ends with the Löwdin spin population.
CARTESIAN COORDINATES (ANGSTROEM)
1 C 2.39228 2.06978 -0.75076  0.026
2 C 1.64763 -0.17114 0.15075  0.450
3 N 1.88748 1.17754 0.28582  0.132
4 N 1.60452 -0.78599 -1.08376  0.122
5 N 1.15603 -0.89025 1.23545  0.131
6 H 1.94663 1.60041 1.19076  0.012
7 H 1.47988 -0.29684 -1.95421  0.025
8 H 1.47241 -1.77384 -1.17593  0.012
9 H 1.25386 -0.52652 2.16103  0.013
10 H 0.61822 -1.73765 1.15301  0.022
11 H 3.43706 2.27427 -0.47941  0.009
12 H 1.95036 3.02629 -0.60471  0.004
13 H 2.25422 1.67012 -1.72371  0.002
14 C -2.86955 -0.98331 -0.52516  0.010
15 C -2.86747 -0.41300 0.87207  0.010
16 H -1.88971 -1.41318 -0.71425  0.009
17 H -3.52676 -1.86522 -0.57836  0.000
18 H -3.29088 -0.36014 -1.30047  0.000
19 H -3.84454 -0.09809 1.26269  0.000
20 H -2.36830 0.55569 0.93922  0.005
21 H -2.44340 -1.05896 1.63993  0.005

Force components x, y, z for each atom (eV/Å):
0.95 -0.53 2.21
1.49 -1.23 0.62
-1.15 1.09 -0.75
-0.06 0.11 -0.79
-0.21 0.14 0.29
-0.15 -0.54 0.26
-0.33 0.31 0.14
0.06 -0.02 0.39
0.03 0.07 0.07
-0.20 0.19 -0.33
0.40 -0.27 -0.88
-0.87 0.73 -0.45
0.04 -0.07 -0.79
-0.64 -1.59 0.57
-0.67 1.39 0.76
0.24 0.49 -0.63
0.02 0.06 0.27
0.54 0.59 -0.16
-0.27 -0.57 -0.35
0.64 -0.19 -0.22
0.16 -0.16 -0.25

**Kohn-Sham gap (spin up / spin down)**: 4.57 / 9.61 eV
**Spin multiplicity**: 2
**Charge**: 0
**Energy above the lowest of the compared OMol25 structures with the same formula, charge and spin**: 19.66 kcal per mole
**E_tot**: -324.955981 Eh
**Molecular weight**: 104.2 g mol⁻¹